{"formula": "C41H49BBr4N11O3SiY", "method": "ωB97M-V/def2-TZVPD", "multiplicity": 2, "homo_lumo_gap_ha": 0.2117, "e_above_lowest_ev": 2.606, "molar_mass_da": 1191.34, "charge": -1, "energy_ev": -355622.2331, "elements": ["Y", "C", "C", "C", "C", "N", "N", "B", "N", "C", "C", "C", "C", "N", "N", "C", "C", "C", "C", "N", "N", "C", "C", "C", "C", "N", "H", "H", "H", "H", "H", "H", "H", "H", "H", "H", "H", "H", "H", "H", "H", "H", "H", "H", "H", "H", "Br", "C", "C", "Br", "C", "Br", "C", "O", "C", "O", "C", "Br", "C", "C", "C", "C", "C", "C", "N", "N", "C", "C", "C", "C", "C", "N", "H", "H", "H", "H", "H", "H", "H", "H", "H", "C", "Si", "C", "C", "C", "H", "H", "H", "H", "H", "H", "H", "H", "H", "H", "H", "C", "C", "C", "C", "O", "H", "H", "H", "H", "H", "H", "H", "H", "H"], "coordinates": [[0.62293, -0.28237, -0.27568], [-1.72201, 1.65413, 2.49636], [-1.88188, 0.19012, 2.25460], [-2.64920, -0.68757, 3.03358], [-2.62111, -1.87833, 2.35278], [-1.86428, -1.72516, 1.24857], [-1.38973, -0.45244, 1.19452], [-1.83062, -2.71016, 0.03338], [-0.42470, -3.31656, -0.20180], [-0.15583, -4.53384, -0.70827], [1.21280, -4.67623, -0.76650], [1.72620, -3.46073, -0.29026], [3.14988, -3.04635, -0.15107], [0.72334, -2.65024, 0.03410], [-2.25048, -1.91007, -1.21771], [-3.11392, -2.24908, -2.19655], [-3.14308, -1.22532, -3.11342], [-2.23704, -0.27343, -2.62339], [-1.96689, 1.07495, -3.20373], [-1.68862, -0.69915, -1.48983], [-2.72914, -3.90754, 0.39392], [-2.37768, -4.79776, 1.35468], [-3.36045, -5.75185, 1.42980], [-4.29768, -5.36948, 0.44839], [-5.55163, -6.08402, 0.05932], [-3.90498, -4.26432, -0.16239], [-2.67008, 2.15703, 2.29866], [-0.97119, 2.08501, 1.84476], [-1.44050, 1.84443, 3.53350], [-3.16288, -0.47407, 3.95587], [-3.11244, -2.80812, 2.57694], [-0.94100, -5.21688, -0.98787], [1.76158, -5.53151, -1.12298], [3.81404, -3.90308, -0.25833], [3.31964, -2.56563, 0.81219], [3.38078, -2.30805, -0.92062], [-3.65869, -3.17147, -2.14305], [-3.72060, -1.17364, -4.02132], [-1.99422, 1.03209, -4.29199], [-0.99778, 1.45454, -2.88788], [-2.73240, 1.78205, -2.87394], [-1.46582, -4.67595, 1.91790], [-3.40133, -6.60793, 2.08293], [-5.81018, -6.82023, 0.81901], [-5.41675, -6.60357, -0.89111], [-6.38055, -5.38633, -0.05681], [5.96768, 4.30901, -1.88014], [4.94693, 2.90299, -1.13737], [5.53551, 1.99921, -0.26639], [7.34765, 2.17924, 0.23707], [4.75077, 0.98123, 0.28734], [5.46870, -0.27002, 1.51369], [3.39714, 0.83371, -0.01156], [2.64288, -0.05777, 0.56292], [2.77768, 1.77676, -0.90995], [1.50142, 1.68081, -1.14371], [3.58628, 2.77876, -1.44391], [2.71402, 4.01925, -2.57941], [3.30565, 5.04358, 1.84068], [2.05530, 4.89841, 1.25523], [1.38520, 3.69182, 1.33133], [1.94962, 2.62812, 2.02956], [3.18592, 2.78932, 2.65524], [3.86824, 3.98642, 2.54497], [1.23832, 1.40953, 2.09629], [1.36075, 0.89177, 3.22160], [0.92615, -0.38657, 3.51314], [0.57853, -0.63831, 4.84990], [0.39002, -1.93807, 5.25634], [0.57762, -2.96065, 4.33302], [0.87190, -2.61458, 3.02576], [1.01502, -1.36284, 2.60098], [3.84474, 5.97740, 1.74200], [1.61599, 5.72635, 0.71375], [0.42200, 3.56846, 0.85397], [3.60561, 1.95323, 3.19788], [4.84972, 4.09334, 2.98918], [0.48026, 0.19673, 5.53067], [0.11757, -2.17009, 6.27820], [0.49916, -4.00017, 4.62121], [0.99562, -3.38009, 2.26698], [-3.12188, 4.82928, 1.12205], [-2.20064, 4.57639, -0.51574], [-3.50448, 4.81735, -1.87499], [-0.86727, 5.90081, -0.70221], [-1.42346, 2.91526, -0.63646], [-3.57313, 5.82343, 1.16358], [-2.45879, 4.72745, 1.98410], [-3.92705, 4.09799, 1.23183], [-3.95933, 5.80914, -1.82603], [-4.30244, 4.07704, -1.77667], [-3.06100, 4.69710, -2.86620], [-1.27349, 6.83025, -1.10661], [-0.08253, 5.55643, -1.38167], [-0.39480, 6.13181, 0.25528], [-1.92454, 1.98601, -0.37688], [-0.43348, 2.79373, -1.07164], [1.48767, -2.54635, -3.90873], [1.73398, -1.12778, -3.35339], [3.23068, -0.79859, -3.48927], [0.94507, -0.13255, -4.21506], [1.34830, -1.08260, -2.02792], [1.62809, -2.56196, -4.99330], [0.46453, -2.84958, -3.67312], [2.17117, -3.26341, -3.44781], [3.56214, -0.91570, -4.52411], [3.81614, -1.46438, -2.85198], [3.41386, 0.23254, -3.17788], [1.35680, -0.07673, -5.22563], [0.99751, 0.85682, -3.75632], [-0.09702, -0.45140, -4.27289]]}


{"formula": "C6H17N2O", "method": "ωB97M-V/def2-TZVPD", "homo_lumo_gap_ha": 0.4301, "e_above_lowest_ev": 3.302, "molar_mass_da": 133.22, "charge": 1, "energy_ev": -11516.9031, "elements": ["C", "C", "C", "C", "C", "C", "N", "N", "O", "H", "H", "H", "H", "H", "H", "H", "H", "H", "H", "H", "H", "H", "H", "H", "H", "H"], "coordinates": [[2.19069, 0.88471, -2.13477], [0.38761, 1.04338, 1.57354], [-1.17489, -1.65255, 1.67029], [-2.48763, 0.08325, 0.36404], [0.63560, 0.66205, -2.03263], [0.31284, 0.19561, 0.33894], [1.23759, -0.85412, 0.34261], [-1.25863, -0.79931, 0.51955], [0.15129, 0.98853, -0.72530], [2.38558, 1.96234, -1.93339], [2.68230, 0.21893, -1.39073], [2.37734, 0.73647, -3.22493], [1.03624, 0.61782, 2.38379], [-0.64601, 1.07008, 1.95861], [0.83462, 2.05636, 1.27284], [-0.91154, -1.13827, 2.65611], [-2.05499, -2.33387, 1.63009], [-0.31250, -2.25369, 1.19476], [-2.52470, 0.68829, 1.28828], [-2.47710, 0.69291, -0.63656], [-3.29115, -0.67112, 0.35462], [0.49524, -0.32992, -2.47281], [0.13461, 1.49828, -2.80721], [1.46365, -1.37039, -0.50980], [2.11115, -0.60226, 0.65178], [-1.29723, -1.39353, -0.33172]]}